The following is a quantum chemistry calculation of a cluster of 2 separate species, C7H17N2S in total at a distorted geometry, from the OMol25 dataset.

Results
- Frontier orbital gap: 7.67 eV
- Energy above the lowest of the compared OMol25 structures with the same formula, charge and spin: 56.8 kcal per mole
- Net charge: +1
- Max |F|: 5.641 eV Å⁻¹
- Highest occupied orbital energy: -12.370 eV

Last column: natural (NBO) charge in e.
Geometry (Å):
C -0.331 -0.454 0.598  0.13
C -0.610 0.871 0.532  -0.21
C -0.126 -2.856 -0.150  -0.60
C -2.358 0.845 -1.352  -0.67
C 0.055 1.702 1.697  -0.62
C -0.666 -1.464 -0.373  -0.51
C -1.412 1.481 -0.333  0.42
N 3.771 -1.156 -0.542  -0.97
N -1.449 2.796 -0.316  -0.68
S 2.866 -0.096 0.398  0.13
H 0.238 -0.884 1.444  0.23
H 0.851 -2.787 0.337  0.21
H -0.084 -3.421 -1.111  0.24
H -0.666 -3.381 0.560  0.22
H -2.854 1.640 -2.027  0.25
H -1.715 0.355 -2.116  0.25
H -2.997 0.198 -0.778  0.26
H 0.532 0.883 2.244  0.24
H 0.824 2.413 1.357  0.23
H -0.811 2.182 2.148  0.22
H -1.769 -1.518 -0.558  0.26
H -0.437 -1.033 -1.430  0.25
H 4.615 -0.796 -0.875  0.39
H 3.791 -2.155 -0.295  0.39
H 3.436 0.024 1.712  0.10
H -1.050 3.380 0.410  0.43
H -1.645 3.231 -1.179  0.41

=====

The following is a quantum chemistry calculation of the ion C7H17N2Si with charge +1 at a distorted geometry, from the OMol25 dataset.

Results
- SMILES: CC[N+]1=C(C)[C@H](C)N(C)[SiH2]1
- Frontier orbital gap: 7.95 eV
- Energy above the lowest of the compared OMol25 structures with the same formula, charge and spin: 16.6 kcal per mole
- Net charge: +1
- Max |F|: 5.365 eV Å⁻¹
- Highest occupied orbital energy: -12.455 eV

Last column: natural (NBO) charge in e.
Geometry (Å):
C -2.424 1.329 1.313  -0.61
C -1.486 0.247 1.764  -0.27
N -0.376 0.040 0.864  -0.66
C -0.553 -0.603 -0.421  0.56
C -1.774 -1.510 -0.653  -0.71
C 0.673 -0.432 -1.196  -0.17
C 1.472 -1.762 -1.025  -0.59
N 1.561 0.631 -0.608  -0.85
C 2.833 0.898 -1.265  -0.42
Si 0.910 1.309 0.873  1.51
H -3.277 1.268 1.974  0.24
H -1.918 2.283 1.489  0.22
H -2.739 1.299 0.297  0.21
H -2.155 -0.597 1.976  0.22
H -1.212 0.597 2.704  0.23
H -1.852 -1.993 -1.610  0.27
H -2.571 -0.885 -0.295  0.27
H -1.792 -2.266 0.116  0.27
H 0.596 -0.123 -2.333  0.26
H 0.986 -2.320 -0.123  0.21
H 2.508 -1.548 -0.782  0.25
H 1.276 -2.435 -1.826  0.23
H 3.096 0.230 -2.071  0.23
H 2.775 1.982 -1.565  0.21
H 3.539 0.885 -0.399  0.21
H 1.805 1.035 1.989  -0.15
H 0.101 2.441 0.813  -0.19

=====

The following is a quantum chemistry calculation of the molecule C7H17N3 at a distorted geometry, from the OMol25 dataset.

Results
- SMILES: [H]/N=C(\N)[C@@H](C)N(C)C(C)C
- Frontier orbital gap: 9.00 eV
- Energy above the lowest of the compared OMol25 structures with the same formula, charge and spin: 22.0 kcal per mole
- Net charge: 0
- Max |F|: 2.024 eV Å⁻¹
- Highest occupied orbital energy: -8.098 eV

Last column: natural (NBO) charge in e.
Geometry (Å):
H -3.423 1.798 0.177  0.32
N -2.441 1.662 -0.065  -0.73
C -1.784 0.938 0.734  0.47
N -2.280 0.415 1.899  -0.84
C -0.247 0.696 0.370  -0.09
C 0.677 1.091 1.527  -0.64
N -0.146 -0.643 -0.129  -0.46
C -0.015 -1.701 0.840  -0.41
C 0.750 -0.807 -1.357  -0.02
C 2.231 -0.491 -1.133  -0.63
C 0.200 -0.030 -2.550  -0.62
H -3.223 0.645 2.172  0.39
H -1.649 0.066 2.598  0.39
H -0.071 1.383 -0.458  0.23
H 0.392 2.080 1.884  0.22
H 0.634 0.395 2.362  0.20
H 1.703 1.159 1.176  0.22
H -0.648 -1.529 1.709  0.19
H 1.002 -1.847 1.236  0.16
H -0.332 -2.643 0.392  0.20
H 0.658 -1.876 -1.581  0.19
H 2.813 -0.786 -2.005  0.22
H 2.625 -1.039 -0.279  0.21
H 2.380 0.574 -0.966  0.20
H 0.614 -0.423 -3.478  0.21
H -0.883 -0.113 -2.578  0.23
H 0.463 1.024 -2.496  0.20